Entry 1:
The following is a DFT calculation (the ωB97M-V functional and the def2-TZVPD basis) of CH27O13Pd as an isolated structure.

Atoms and positions in Å:
Pd 1.541 3.120 3.904
C 0.019 0.827 -0.119
O 0.056 0.797 1.251
H 0.816 1.445 -0.534
H 0.000 -0.150 -0.601
H -0.892 1.306 -0.479
O 3.090 4.870 1.316
H 3.980 4.633 1.055
H 2.901 5.670 0.826
O 2.906 -2.907 1.545
H 2.877 -3.385 2.374
H 2.484 -2.070 1.736
O 3.845 1.102 -4.219
H 3.080 1.604 -3.942
H 4.140 1.534 -5.020
O -4.276 3.741 0.555
H -5.037 3.166 0.636
H -3.543 3.148 0.392
O -4.558 -0.716 -2.904
H -5.305 -0.687 -2.307
H -3.977 -1.379 -2.531
O -1.157 5.159 3.085
H -1.844 4.850 2.494
H -1.305 6.103 3.152
O -2.432 -3.135 3.434
H -2.154 -3.985 3.094
H -1.646 -2.590 3.392
O -4.191 0.765 4.122
H -4.835 0.344 3.553
H -3.356 0.643 3.669
O -2.839 -3.898 -0.788
H -1.983 -4.255 -1.023
H -2.659 -3.299 -0.063
O 5.904 -0.084 -0.543
H 5.337 -0.081 -1.314
H 6.264 -0.970 -0.513
O 1.340 -2.025 -4.766
H 1.081 -2.584 -4.034
H 2.194 -1.675 -4.510
O 1.020 -4.837 -1.838
H 1.705 -4.536 -1.241
H 1.411 -5.579 -2.298

Summary:
- energy above the lowest of the compared OMol25 structures with the same formula, charge and spin (kcal per mole) = 58.31
- net charge = +1
- max |F| (hartree/bohr) = 0.0133
- spin multiplicity = 3
- HOMO-LUMO gap (alpha / beta) (eV) = 6.6 / 5.3
- E_HOMO (alpha / beta) (eV) = -13.026 / -13.026



Entry 2:
The following is a DFT calculation (the ωB97M-V functional and the def2-TZVPD basis) of CH28NaO17 as an isolated structure at a distorted geometry.

Atoms and positions in Å:
Na -0.901 -2.099 1.186
C 0.026 0.076 -0.355
O 0.997 -0.870 -0.210
O -0.003 0.848 -1.384
O -0.761 0.197 0.668
O 2.046 -0.414 2.017
H 1.630 -0.598 1.166
H 2.969 -0.662 1.849
O -3.230 -1.101 1.895
H -3.014 -0.511 1.161
H -3.785 -1.742 1.440
O 0.547 -2.656 2.837
H 1.344 -2.398 2.306
H 0.693 -3.600 2.980
O 0.834 2.461 1.195
H 0.321 1.677 1.003
H 1.343 2.620 0.380
O 0.831 -1.728 -2.788
H 0.750 -1.585 -1.862
H 0.224 -1.074 -3.156
O 2.771 1.046 -1.026
H 2.510 1.980 -1.132
H 2.002 0.523 -1.164
O 0.584 -3.729 0.031
H 0.311 -3.611 -0.848
H 0.338 -4.638 0.162
O -1.815 -0.435 -2.876
H -2.621 -0.006 -2.661
H -1.209 -0.088 -2.190
O 0.920 1.471 -3.712
H 0.924 2.415 -3.660
H 0.603 1.142 -2.860
O -0.846 3.470 -1.213
H -0.446 2.610 -1.233
H -0.346 3.802 -0.503
O -3.094 1.061 0.087
H -2.172 0.796 0.117
H -3.214 1.557 -0.706
O 3.144 -2.188 -0.595
H 2.277 -1.756 -0.441
H 3.290 -2.804 0.127
O -0.790 0.270 3.484
H -0.808 0.222 2.548
H -0.290 1.077 3.665
O -1.756 3.165 1.762
H -2.213 2.553 1.193
H -0.913 3.254 1.317

Summary:
- net charge = -1
- max |F| (hartree/bohr) = 0.0843
- HOMO-LUMO gap (eV) = 8.6
- E_HOMO (eV) = -7.266



Entry 3:
The following is a DFT calculation (the ωB97M-V functional and the def2-TZVPD basis) of CH28O17Y as an isolated structure at a distorted geometry.

Atoms and positions in Å:
Y 6.694 -8.351 -2.490
C 7.300 -6.223 -1.096
O 7.040 -7.410 -0.576
O 7.330 -6.218 -2.406
O 7.096 -5.208 -0.378
O 7.007 -7.588 -4.760
H 6.433 -7.223 -5.426
H 7.934 -7.309 -4.883
O 4.758 -9.208 -1.109
H 4.010 -9.347 -1.709
H 4.551 -8.364 -0.610
O 5.570 -9.382 2.108
H 4.624 -9.398 2.140
H 5.724 -8.691 1.509
O 6.729 -6.547 1.892
H 7.150 -5.787 2.234
H 6.850 -6.567 0.980
O 4.568 -4.646 -0.950
H 4.078 -5.202 -0.290
H 5.486 -4.913 -0.812
O 6.461 -3.074 0.741
H 5.946 -2.629 0.068
H 6.778 -3.835 0.260
O 9.745 -7.792 0.413
H 8.831 -7.584 0.354
H 9.980 -8.227 -0.402
O 4.715 -7.001 -2.790
H 4.726 -6.079 -2.557
H 4.086 -7.063 -3.500
O 9.134 -8.416 -2.361
H 9.801 -9.001 -2.707
H 9.597 -7.563 -2.434
O 9.724 -4.686 0.255
H 8.872 -5.000 -0.075
H 10.087 -3.974 -0.242
O 7.315 -10.136 -1.017
H 8.031 -10.247 -0.407
H 7.196 -10.973 -1.486
O 10.284 -5.827 -2.297
H 10.239 -5.536 -1.353
H 9.419 -5.572 -2.679
O 5.995 -4.417 -3.621
H 5.791 -4.933 -4.390
H 6.398 -5.090 -3.066
O 8.001 -3.279 -1.661
H 7.652 -4.065 -1.197
H 8.211 -3.544 -2.545

Summary:
- energy above the lowest of the compared OMol25 structures with the same formula, charge and spin (kcal per mole) = 0.00
- net charge = +1
- max |F| (hartree/bohr) = 0.0732
- HOMO-LUMO gap (eV) = 6.8
- E_HOMO (eV) = -12.119



Entry 4:
The following is a DFT calculation (the ωB97M-V functional and the def2-TZVPD basis) of an isolated molecule of CH2BN at a distorted geometry.

Atoms and positions in Å:
B 0.528 0.254 -0.217
C -0.758 -0.375 0.212
N -1.805 -0.874 0.716
H 0.509 1.268 -0.794
H 1.526 -0.273 0.083

Summary:
- SMILES = BC#N
- energy above the lowest of the compared OMol25 structures with the same formula, charge and spin (kcal per mole) = 10.20
- max |F| (hartree/bohr) = 0.2055
- HOMO-LUMO gap (eV) = 10.1
- E_HOMO (eV) = -11.615



Entry 5:
The following is a DFT calculation (the ωB97M-V functional and the def2-TZVPD basis) of CH2BN3O8 as an isolated structure at a distorted geometry.

Atoms and positions in Å:
B 1.232 0.381 0.637
C 0.732 1.641 1.378
N -0.178 2.721 1.351
N -1.864 0.041 1.299
N 1.677 1.443 2.259
O -1.140 2.497 0.655
O 0.129 3.724 1.953
O -2.835 0.416 1.844
O -0.875 -0.414 1.773
O 2.197 0.266 1.722
O 2.164 1.872 3.264
O 1.008 -0.409 -0.347
O -1.761 0.112 -0.060
H 1.488 -1.159 -0.444
H -2.647 0.462 -0.314

Summary:
- energy above the lowest of the compared OMol25 structures with the same formula, charge and spin (kcal per mole) = 49.42
- max |F| (hartree/bohr) = 0.0835
- HOMO-LUMO gap (alpha / beta) (eV) = 9.3 / 9.3
- E_HOMO (alpha / beta) (eV) = -10.112 / -10.112



Entry 6:
The following is a DFT calculation (the ωB97M-V functional and the def2-TZVPD basis) of an isolated ion of composition CH2BO4 and charge -1.

Atoms and positions in Å:
O -1.866 -0.540 0.915
C -0.863 -0.686 0.186
O -0.545 -1.695 -0.517
B 0.222 0.467 0.074
O 0.212 1.395 -0.955
O 1.264 0.525 1.001
H -0.045 0.900 -1.739
H 1.620 -0.367 1.035

Summary:
- SMILES = O=C([O-])B(O)O
- net charge = -1
- max |F| (hartree/bohr) = 0.0143
- HOMO-LUMO gap (eV) = 7.2
- E_HOMO (eV) = -3.494



Entry 7:
The following is a DFT calculation (the ωB97M-V functional and the def2-TZVPD basis) of an isolated molecule of CH2Br3PS at a distorted geometry.

Atoms and positions in Å:
C -1.003 -0.366 0.027
P 0.681 0.706 0.135
S 0.464 2.579 0.552
Br -0.632 -2.181 -0.799
Br 1.928 -0.510 1.559
Br 1.617 0.099 -1.811
H -1.395 -0.464 0.947
H -1.659 0.138 -0.609

Summary:
- SMILES = S=P(Br)(Br)CBr
- energy above the lowest of the compared OMol25 structures with the same formula, charge and spin (kcal per mole) = 4.97
- max |F| (hartree/bohr) = 0.0992
- HOMO-LUMO gap (eV) = 9.0
- E_HOMO (eV) = -9.778



Entry 8:
The following is a DFT calculation (the ωB97M-V functional and the def2-TZVPD basis) of a 2-piece molecular cluster, CH2BrClO overall at a distorted geometry.

Atoms and positions in Å:
C 0.834 0.206 0.373
O -0.945 -0.778 -0.809
Cl 0.606 -0.581 1.874
Br -2.317 0.289 -1.084
H 1.379 -0.255 -0.397
H 0.443 1.118 0.043

Summary:
- energy above the lowest of the compared OMol25 structures with the same formula, charge and spin (kcal per mole) = 103.92
- max |F| (hartree/bohr) = 0.0796
- HOMO-LUMO gap (alpha / beta) (eV) = 6.8 / 6.8
- E_HOMO (alpha / beta) (eV) = -8.782 / -8.776



Entry 9:
The following is a DFT calculation (the ωB97M-V functional and the def2-TZVPD basis) of a 2-piece molecular cluster, CH2BrClO overall at a distorted geometry.

Atoms and positions in Å:
C -0.306 0.312 -1.123
O 1.342 -0.430 0.951
Cl -0.585 1.873 -0.793
Br -1.778 -0.950 -0.677
H 0.794 -0.971 0.537
H 0.534 0.166 1.105

Summary:
- energy above the lowest of the compared OMol25 structures with the same formula, charge and spin (kcal per mole) = 79.53
- max |F| (hartree/bohr) = 0.1386
- HOMO-LUMO gap (eV) = 8.0
- E_HOMO (eV) = -9.580



Entry 10:
The following is a DFT calculation (the ωB97M-V functional and the def2-TZVPD basis) of a 2-piece molecular cluster, CH2BrF2NO2S overall at a distorted geometry.

Atoms and positions in Å:
C 1.723 -0.833 0.838
N -1.434 0.558 -0.769
O -3.519 1.620 -1.685
O 1.057 -0.731 -0.295
F 2.893 -1.417 0.615
F 1.095 -1.557 1.783
S -2.166 1.197 -1.960
Br 2.098 0.945 1.664
H -1.936 0.466 0.110
H 0.187 -0.248 -0.301

Summary:
- energy above the lowest of the compared OMol25 structures with the same formula, charge and spin (kcal per mole) = 0.00
- max |F| (hartree/bohr) = 0.0423
- HOMO-LUMO gap (eV) = 9.1
- E_HOMO (eV) = -10.677



Entry 11:
The following is a DFT calculation (the ωB97M-V functional and the def2-TZVPD basis) of a 2-piece molecular cluster, CH2BrF2P overall at a distorted geometry.

Atoms and positions in Å:
C 0.465 -0.275 0.475
F 0.919 -1.589 0.371
F 1.408 0.337 1.211
P 0.252 0.799 -1.061
Br -1.044 -0.588 -2.099
H -0.570 -0.476 1.052
H -1.431 1.792 0.051

Summary:
- energy above the lowest of the compared OMol25 structures with the same formula, charge and spin (kcal per mole) = 57.47
- max |F| (hartree/bohr) = 0.0704
- HOMO-LUMO gap (alpha / beta) (eV) = 8.2 / 8.2
- E_HOMO (alpha / beta) (eV) = -9.696 / -9.697



Entry 12:
The following is a DFT calculation (the ωB97M-V functional and the def2-TZVPD basis) of an isolated molecule of CH2BrN at a distorted geometry.

Atoms and positions in Å:
C -0.342 -0.089 -0.211
N 1.019 -0.208 0.303
Br -1.694 -0.649 0.926
H -0.704 0.545 -0.890
H 1.720 0.401 -0.128

Summary:
- SMILES = [H]/N=C/Br
- energy above the lowest of the compared OMol25 structures with the same formula, charge and spin (kcal per mole) = 34.14
- max |F| (hartree/bohr) = 0.2150
- HOMO-LUMO gap (eV) = 9.9
- E_HOMO (eV) = -10.058



Entry 13:
The following is a DFT calculation (the ωB97M-V functional and the def2-TZVPD basis) of a 2-piece molecular cluster, CH2BrNO3 overall at a distorted geometry.

Atoms and positions in Å:
C -1.416 0.140 -0.012
N 0.252 -1.145 -2.285
O -0.180 -0.302 -0.506
O 1.302 -1.649 -2.135
O -1.936 1.150 -0.322
Br -1.392 -2.316 -2.607
H -1.645 -0.606 0.684
H 0.145 -0.956 0.147

Summary:
- SMILES = O=NBr.O=CO
- energy above the lowest of the compared OMol25 structures with the same formula, charge and spin (kcal per mole) = 7.01
- max |F| (hartree/bohr) = 0.0912
- HOMO-LUMO gap (alpha / beta) (eV) = 8.9 / 8.9
- E_HOMO (alpha / beta) (eV) = -9.807 / -9.807



Entry 14:
The following is a DFT calculation (the ωB97M-V functional and the def2-TZVPD basis) of a 2-piece molecular cluster, CH2Cl2N2 overall at a distorted geometry.

Atoms and positions in Å:
C -0.052 -0.948 0.251
N -0.556 -0.710 -0.898
N -0.805 0.245 0.106
Cl 2.039 1.119 0.039
Cl -2.488 0.261 0.640
H 0.307 -1.748 0.920
H 1.555 1.781 -1.058

Summary:
- SMILES = ClN1C=N1.Cl
- energy above the lowest of the compared OMol25 structures with the same formula, charge and spin (kcal per mole) = 83.89
- max |F| (hartree/bohr) = 0.0592
- HOMO-LUMO gap (eV) = 9.9
- E_HOMO (eV) = -9.652



Entry 15:
The following is a DFT calculation (the ωB97M-V functional and the def2-TZVPD basis) of an isolated molecule of CH2Cl2O at a distorted geometry.

Atoms and positions in Å:
C 0.554 0.171 0.306
O -0.497 -0.264 -0.435
Cl 0.880 1.853 -0.021
Cl 2.232 -0.803 -0.091
H 0.507 0.194 1.331
H -0.046 -0.312 -1.325

Summary:
- SMILES = OC(Cl)Cl
- energy above the lowest of the compared OMol25 structures with the same formula, charge and spin (kcal per mole) = 4.13
- max |F| (hartree/bohr) = 0.0537
- HOMO-LUMO gap (eV) = 11.5
- E_HOMO (eV) = -11.053



Entry 16:
The following is a DFT calculation (the ωB97M-V functional and the def2-TZVPD basis) of CH2Cl2O2P2 as an isolated structure at a distorted geometry.

Atoms and positions in Å:
C -0.182 0.378 0.098
O -2.145 1.922 -0.617
O 0.675 2.980 -0.170
P 0.164 1.951 -1.054
P -1.965 0.576 -0.059
Cl -3.009 0.185 1.682
Cl -2.726 -0.869 -1.167
H 0.055 0.394 1.206
H 0.127 -0.580 -0.585

Summary:
- energy above the lowest of the compared OMol25 structures with the same formula, charge and spin (kcal per mole) = 9.73
- max |F| (hartree/bohr) = 0.0600
- HOMO-LUMO gap (eV) = 9.5
- E_HOMO (eV) = -9.590



Entry 17:
The following is a DFT calculation (the ωB97M-V functional and the def2-TZVPD basis) of an isolated molecule of CH2Cl2O3 at a distorted geometry.

Atoms and positions in Å:
C 0.019 0.271 0.026
O 0.741 -0.609 0.688
O 0.169 -0.289 -1.463
O -1.233 0.546 0.274
Cl 0.807 1.926 0.041
Cl -2.349 -0.718 0.038
H 1.039 -0.164 1.583
H 0.807 -0.964 -1.187

Summary:
- SMILES = OC(O)(Cl)OCl
- energy above the lowest of the compared OMol25 structures with the same formula, charge and spin (kcal per mole) = 33.69
- max |F| (hartree/bohr) = 0.1316
- HOMO-LUMO gap (eV) = 10.4
- E_HOMO (eV) = -11.057



Entry 18:
The following is a DFT calculation (the ωB97M-V functional and the def2-TZVPD basis) of a 2-piece molecular cluster, CH2Cl2S2 overall at a distorted geometry.

Atoms and positions in Å:
C 0.817 -0.022 0.502
S -0.142 -0.195 -0.940
S 0.998 1.599 1.101
Cl -0.971 -1.192 1.927
Cl 2.084 -1.085 1.039
H -0.309 -1.443 -0.811
H 0.358 2.285 0.268

Summary:
- energy above the lowest of the compared OMol25 structures with the same formula, charge and spin (kcal per mole) = 39.77
- max |F| (hartree/bohr) = 0.0713
- HOMO-LUMO gap (alpha / beta) (eV) = 7.4 / 7.4
- E_HOMO (alpha / beta) (eV) = -9.188 / -9.187



Entry 19:
The following is a DFT calculation (the ωB97M-V functional and the def2-TZVPD basis) of a 2-piece molecular cluster, CH2Cl2S2 overall at a distorted geometry.

Atoms and positions in Å:
C 1.650 0.636 1.079
S -2.424 -0.280 -1.161
S 0.622 1.115 -0.014
Cl 2.609 1.697 2.049
Cl 2.060 -0.987 1.416
H -1.290 -1.197 -1.331
H -3.228 -0.984 -2.038

Summary:
- SMILES = S=C(Cl)Cl.S
- energy above the lowest of the compared OMol25 structures with the same formula, charge and spin (kcal per mole) = 13.40
- max |F| (hartree/bohr) = 0.0508
- HOMO-LUMO gap (eV) = 8.8
- E_HOMO (eV) = -9.653



Entry 20:
The following is a DFT calculation (the ωB97M-V functional and the def2-TZVPD basis) of an isolated ion of composition CH2Cl3N4 and charge +1 at a distorted geometry.

Atoms and positions in Å:
C 0.169 -0.150 0.330
N 0.607 1.120 0.706
N 0.707 -1.315 0.841
N 2.811 1.170 1.259
N 1.672 1.636 1.106
Cl -0.055 -2.723 0.618
Cl 4.089 2.121 1.678
Cl 1.401 3.446 1.378
H -0.938 -0.098 0.354
H 0.352 -0.159 -0.768

Summary:
- energy above the lowest of the compared OMol25 structures with the same formula, charge and spin (kcal per mole) = 92.23
- net charge = +1
- max |F| (hartree/bohr) = 0.0637
- HOMO-LUMO gap (alpha / beta) (eV) = 8.7 / 5.6
- E_HOMO (alpha / beta) (eV) = -14.647 / -13.942